1.
C28H23ClFN5O6 in the gas phase in a non-equilibrium geometry, computed with the ωB97M-V functional and the def2-TZVPD basis.

Cartesian coordinates (Å):
C (1.259, 2.749, -4.456)
C (2.039, 1.455, -4.275)
O (1.349, 0.569, -3.388)
C (1.505, 0.801, -2.089)
O (2.255, 1.623, -1.625)
C (0.641, -0.096, -1.272)
C (0.619, -1.435, -1.477)
C (-0.190, -2.264, -0.662)
C (-0.158, -3.686, -0.805)
O (0.538, -4.336, -1.555)
N (-1.072, -4.375, 0.071)
C (-1.108, -5.733, 0.001)
C (-1.939, -6.466, 0.783)
C (-2.790, -5.800, 1.692)
C (-2.760, -4.442, 1.766)
C (-1.886, -3.684, 0.943)
N (-1.885, -2.378, 1.044)
C (-1.053, -1.666, 0.270)
N (-1.063, -0.323, 0.427)
C (-2.084, 0.278, 1.263)
C (-3.435, 0.295, 0.518)
O (-3.380, 0.843, -0.768)
C (-3.255, 2.250, -0.818)
C (-0.172, 0.509, -0.236)
N (-0.137, 1.729, 0.125)
C (0.568, 2.836, -0.213)
O (0.188, 3.645, -1.038)
C (1.734, 3.063, 0.663)
C (2.323, 2.191, 1.627)
C (1.851, 0.868, 2.060)
C (0.825, 0.746, 2.990)
F (0.260, 1.863, 3.485)
C (0.355, -0.480, 3.423)
C (0.915, -1.632, 2.899)
C (1.933, -1.552, 1.966)
C (2.403, -0.311, 1.561)
Cl (3.676, -0.223, 0.410)
N (3.404, 2.727, 2.127)
O (3.572, 3.931, 1.530)
C (2.589, 4.142, 0.649)
C (2.569, 5.393, -0.137)
H (1.121, 3.238, -3.494)
H (1.804, 3.416, -5.118)
H (0.281, 2.541, -4.883)
H (2.128, 0.904, -5.214)
H (3.033, 1.661, -3.865)
H (1.224, -1.900, -2.240)
H (-0.425, -6.157, -0.722)
H (-1.947, -7.540, 0.707)
H (-3.456, -6.372, 2.319)
H (-3.388, -3.883, 2.439)
H (-1.756, 1.289, 1.503)
H (-2.194, -0.317, 2.169)
H (-4.165, 0.832, 1.144)
H (-3.771, -0.736, 0.379)
H (-4.016, 2.731, -0.192)
H (-3.413, 2.529, -1.858)
H (-2.263, 2.588, -0.507)
H (-0.431, -0.517, 4.160)
H (0.558, -2.597, 3.225)
H (2.379, -2.443, 1.554)
H (1.750, 5.342, -0.849)
H (2.432, 6.249, 0.523)
H (3.515, 5.517, -0.661)

Cartesian forces (eV/Å) of the 3 atoms listed first:
C 0.061 -0.356 0.191
C 0.356 0.471 -0.251
O -0.246 -0.290 -0.124

## Properties
Energy, hartree: -2366.100030
Structure (SMILES): CCOC(=O)c1cc2c(=O)n3ccccc3nc2n(CCOC)/c1=N/C(=O)c1c(-c2c(F)cccc2Cl)noc1C
Gap between HOMO and LUMO, eV: 7.52
LUMO level, eV: -0.823
M, g mol⁻¹: 580.0

2.
A molecular structure, C28H23ClIrN2O4Sb, computed with the ωB97M-V functional and the def2-TZVPD basis.

Cartesian coordinates (Å):
Ir (0.076, 0.223, 0.205)
C (-1.721, 3.814, -1.709)
C (-0.673, 4.307, -2.468)
C (0.565, 3.685, -2.411)
C (0.730, 2.580, -1.597)
N (-0.287, 2.126, -0.848)
C (-1.485, 2.716, -0.906)
C (2.001, 1.805, -1.510)
C (3.127, 2.119, -2.245)
C (4.257, 1.322, -2.138)
C (4.240, 0.227, -1.292)
C (3.087, -0.027, -0.577)
N (1.997, 0.744, -0.681)
H (-2.702, 4.266, -1.740)
H (-0.814, 5.168, -3.107)
H (1.384, 4.063, -3.006)
H (-2.265, 2.281, -0.296)
H (3.133, 2.973, -2.905)
H (5.141, 1.558, -2.717)
H (5.096, -0.423, -1.186)
H (3.025, -0.865, 0.103)
O (-2.875, -2.551, -0.866)
Cl (-1.829, -1.725, -0.407)
O (-2.357, -0.417, 0.058)
O (-0.854, -1.396, -1.446)
O (-1.112, -2.335, 0.714)
C (1.504, -3.815, 5.264)
C (1.946, -3.521, 3.982)
C (1.320, -2.527, 3.242)
C (0.257, -1.830, 3.801)
C (-0.192, -2.120, 5.088)
C (0.433, -3.123, 5.816)
Sb (-0.651, -0.234, 2.782)
C (-0.599, 1.190, 4.367)
C (0.681, 1.552, 4.784)
C (0.826, 2.441, 5.841)
C (-0.297, 2.960, 6.473)
C (-1.568, 2.593, 6.057)
C (-1.728, 1.705, 4.998)
C (-2.724, -0.833, 2.889)
C (-3.017, -2.230, 2.997)
C (-4.263, -2.676, 2.681)
C (-5.277, -1.734, 2.353)
C (-5.014, -0.336, 2.310)
C (-3.766, 0.113, 2.598)
H (1.999, -4.585, 5.840)
H (2.776, -4.070, 3.557)
H (1.651, -2.314, 2.232)
H (-1.006, -1.560, 5.536)
H (0.092, -3.355, 6.816)
H (1.565, 1.142, 4.309)
H (1.817, 2.722, 6.172)
H (-0.179, 3.649, 7.299)
H (-2.442, 2.991, 6.557)
H (-2.728, 1.417, 4.709)
H (-2.238, -2.933, 3.265)
H (-4.482, -3.735, 2.682)
H (-6.282, -2.089, 2.155)
H (-5.801, 0.357, 2.043)
H (-3.548, 1.171, 2.548)

Cartesian forces (eV/Å) of the 3 atoms listed first:
Ir 0.202 0.832 0.004
C 0.006 0.031 -0.003
C 0.011 0.043 -0.029

## Properties
Charge: +2
Energy, hartree: -2295.063720
Energy above the lowest of the compared OMol25 structures with the same formula, charge and spin, kJ/mol: 52.5
Multiplicity: 5
Gap between HOMO and LUMO (spin up / spin down), eV: 7.94 / 4.60
LUMO level (spin up / spin down), eV: -6.137 / -9.720
M, g mol⁻¹: 800.9

3.
A molecular structure, C28H23CuN8O2, computed with the ωB97M-V functional and the def2-TZVPD basis.

Cartesian coordinates (Å):
Cu (-0.742, -0.361, 0.146)
C (0.118, 1.280, 2.765)
N (-0.324, -0.105, 2.660)
C (0.695, -1.122, 2.877)
C (1.699, -1.026, 1.773)
N (1.501, -0.329, 0.684)
C (2.688, -0.441, -0.044)
C (3.070, 0.149, -1.246)
C (4.322, -0.157, -1.739)
C (5.190, -1.021, -1.053)
C (4.837, -1.589, 0.154)
C (3.575, -1.273, 0.641)
N (2.917, -1.613, 1.815)
C (-0.347, 2.088, 1.584)
N (-0.834, 1.589, 0.474)
C (-1.165, 2.670, -0.338)
C (-1.777, 2.708, -1.587)
C (-2.004, 3.951, -2.142)
C (-1.641, 5.130, -1.472)
C (-1.058, 5.103, -0.220)
C (-0.835, 3.848, 0.331)
N (-0.317, 3.439, 1.554)
H (1.208, 1.327, 2.796)
H (-0.247, 1.757, 3.680)
H (-1.135, -0.281, 3.237)
H (0.215, -2.103, 2.842)
H (1.210, -1.035, 3.843)
H (2.410, 0.825, -1.770)
H (4.648, 0.283, -2.672)
H (6.162, -1.236, -1.475)
H (5.511, -2.242, 0.691)
H (3.248, -2.237, 2.532)
H (-2.085, 1.796, -2.081)
H (-2.481, 4.023, -3.110)
H (-1.835, 6.083, -1.944)
H (-0.797, 6.015, 0.299)
H (-0.003, 4.039, 2.298)
O (0.778, -3.953, -0.498)
C (0.243, -2.885, -0.663)
N (-0.712, -2.281, 0.119)
C (-1.657, -2.958, 0.829)
O (-1.690, -4.123, 1.149)
C (-2.811, -2.033, 1.184)
C (-3.930, -2.513, 1.837)
C (-4.979, -1.640, 2.079)
C (-4.869, -0.321, 1.665)
C (-3.707, 0.082, 1.029)
N (-2.702, -0.758, 0.791)
C (0.555, -2.034, -1.885)
C (1.338, -2.557, -2.898)
C (1.551, -1.792, -4.033)
C (0.986, -0.530, -4.105)
C (0.236, -0.076, -3.032)
N (0.012, -0.809, -1.943)
H (-3.954, -3.555, 2.126)
H (-5.874, -1.984, 2.580)
H (-5.669, 0.387, 1.828)
H (-3.570, 1.104, 0.698)
H (1.750, -3.548, -2.776)
H (2.148, -2.175, -4.850)
H (1.123, 0.099, -4.972)
H (-0.193, 0.919, -3.043)

Cartesian forces (eV/Å) of the 3 atoms listed first:
Cu -0.155 -0.053 -0.226
C -0.035 -0.008 -0.004
N 0.029 0.014 0.043

## Properties
Charge: +1
Energy, hartree: -3309.757833
Energy above the lowest of the compared OMol25 structures with the same formula, charge and spin, kJ/mol: 0.0
Multiplicity: 2
Gap between HOMO and LUMO (spin up / spin down), eV: 8.85 / 8.42
LUMO level (spin up / spin down), eV: -2.461 / -2.902
M, g mol⁻¹: 567.1

4.
A molecular structure, C28H24BF4N3O4PW, computed with the ωB97M-V functional and the def2-TZVPD basis.

Cartesian coordinates (Å):
W (-0.183, 0.008, 0.256)
O (-2.821, -1.034, -2.958)
C (-2.237, -0.783, -1.816)
O (-1.217, -0.099, -1.712)
C (-2.847, -1.320, -0.599)
C (-3.987, -2.088, -0.474)
C (-4.372, -2.467, 0.807)
C (-3.629, -2.044, 1.902)
C (-2.502, -1.274, 1.681)
N (-2.118, -0.942, 0.455)
C (-1.616, -0.676, 2.742)
O (-1.822, -0.821, 3.913)
O (-0.642, 0.067, 2.224)
H (-2.305, -0.656, -3.689)
H (-4.547, -2.382, -1.350)
H (-5.250, -3.081, 0.949)
H (-3.899, -2.295, 2.918)
C (1.989, 4.490, 3.941)
C (1.190, 3.403, 4.270)
C (1.162, 2.282, 3.451)
C (1.938, 2.248, 2.291)
C (2.733, 3.346, 1.961)
C (2.759, 4.462, 2.787)
P (1.971, 0.767, 1.249)
C (3.129, -0.389, 2.005)
C (3.603, -0.231, 3.304)
C (4.459, -1.181, 3.843)
C (4.837, -2.283, 3.091)
C (4.367, -2.440, 1.794)
C (3.513, -1.497, 1.250)
C (2.455, 1.210, -0.406)
C (3.620, 1.655, -1.017)
C (3.570, 1.931, -2.373)
C (2.381, 1.755, -3.078)
C (1.233, 1.275, -2.459)
C (1.261, 0.980, -1.097)
H (2.017, 5.356, 4.590)
H (0.594, 3.420, 5.173)
H (0.545, 1.434, 3.716)
H (3.334, 3.335, 1.061)
H (3.387, 5.305, 2.530)
H (3.315, 0.629, 3.894)
H (4.829, -1.058, 4.852)
H (5.502, -3.023, 3.517)
H (4.657, -3.301, 1.207)
H (3.144, -1.625, 0.239)
H (4.540, 1.770, -0.456)
H (4.455, 2.280, -2.889)
H (2.358, 1.981, -4.137)
H (0.340, 1.125, -3.051)
C (-3.009, 4.615, 0.811)
N (-1.607, 4.205, 0.897)
C (-0.630, 5.172, 1.410)
C (-1.238, 3.001, 0.609)
N (-0.891, 1.926, 0.338)
H (-3.384, 4.859, 1.805)
H (-3.600, 3.805, 0.391)
H (-3.093, 5.490, 0.168)
H (-0.924, 5.491, 2.409)
H (-0.590, 6.036, 0.747)
H (0.349, 4.702, 1.460)
F (0.266, -2.046, 1.140)
B (0.450, -2.807, -0.101)
F (1.520, -3.610, -0.046)
F (0.692, -1.646, -0.983)
F (-0.738, -3.379, -0.459)

Cartesian forces (eV/Å) of the 3 atoms listed first:
W -0.001 -0.030 0.045
O -0.015 -0.007 -0.007
C -0.024 -0.015 -0.024

## Properties
Charge: +1
Energy, hartree: -2379.490109
Energy above the lowest of the compared OMol25 structures with the same formula, charge and spin, kJ/mol: 0.0
Gap between HOMO and LUMO, eV: 6.73
LUMO level, eV: -3.777
M, g mol⁻¹: 768.1